Entry 1:
ORCA calculation (the ωB97M-V functional and the def2-TZVPD basis) on C52H110F12N4O13PPtS4 as an isolated structure in a non-equilibrium geometry.

Its lowest unoccupied orbital energy (alpha / beta) is -4.411 / -5.608 eV. The value obtained for the HOMO-LUMO gap (alpha / beta) is 9.098 / 8.964 eV. The calculation puts the total energy at -6495.39908 Eh. Its expectation value of S² is 2.003.

Structure (ORCA input):
```
! wB97M-V def2-TZVPD RIJCOSX def2/J DEFGRID3
* xyz 3 3
Pt -2.714 0.861 -0.131
C -2.615 9.544 -1.176
C -1.486 9.024 -0.231
C -0.962 7.662 -0.764
C 0.408 7.295 -0.161
N 1.022 6.207 -1.090
C 0.149 4.970 -1.248
C 0.439 4.078 -0.059
C 1.727 4.577 0.591
C 2.248 5.655 -0.439
C 1.322 6.857 -2.399
H -2.971 10.507 -0.664
H -3.521 8.944 -1.187
H -2.283 9.860 -2.128
H -1.990 8.688 0.640
H -0.766 9.767 0.008
H -0.870 7.780 -1.833
H -1.670 6.839 -0.532
H 0.266 6.911 0.838
H 1.105 8.174 -0.169
H 0.511 4.528 -2.208
H -0.873 5.317 -1.363
H 0.450 2.997 -0.374
H -0.363 4.142 0.627
H 2.510 3.827 0.674
H 1.645 5.102 1.573
H 2.895 5.200 -1.177
H 2.844 6.475 0.080
H 2.108 6.302 -2.951
H 1.647 7.887 -2.118
H 0.396 6.822 -2.939
C -9.157 2.691 2.809
C -7.740 2.335 2.663
C -7.041 2.116 4.027
C -5.504 2.088 3.907
N -4.760 1.226 4.845
C -3.320 1.181 4.516
C -2.790 -0.043 5.221
C -4.003 -0.976 5.399
C -5.207 -0.192 4.737
C -5.019 1.724 6.196
H -9.198 3.725 3.129
H -9.701 2.127 3.510
H -9.726 2.580 1.869
H -7.193 3.134 2.119
H -7.751 1.445 2.029
H -7.367 1.202 4.510
H -7.343 3.035 4.627
H -5.169 3.082 4.000
H -5.305 1.713 2.849
H -2.789 2.068 4.757
H -3.327 1.118 3.472
H -2.478 0.200 6.203
H -2.087 -0.584 4.641
H -4.118 -1.248 6.444
H -3.855 -1.910 4.922
H -6.116 -0.280 5.296
H -5.334 -0.438 3.685
H -4.572 0.996 6.939
H -6.087 1.708 6.419
H -4.538 2.687 6.244
C 3.172 -4.169 3.482
C 2.289 -5.191 2.783
C 1.207 -4.528 1.888
C 0.452 -5.593 1.060
N -0.644 -5.059 0.169
C -1.326 -6.243 -0.645
C -1.388 -5.781 -2.070
C -1.086 -4.250 -2.093
C -0.166 -4.111 -0.856
C -1.586 -4.319 1.028
H 2.633 -3.391 4.017
H 3.893 -3.781 2.714
H 3.882 -4.587 4.204
H 1.861 -5.835 3.561
H 2.919 -5.837 2.139
H 1.648 -3.761 1.226
H 0.429 -3.948 2.479
H -0.070 -6.287 1.777
H 1.114 -6.189 0.449
H -2.235 -6.555 -0.092
H -0.665 -7.117 -0.641
H -2.312 -5.903 -2.497
H -0.704 -6.339 -2.657
H -1.961 -3.650 -2.066
H -0.524 -3.953 -2.992
H -0.010 -3.127 -0.403
H 0.836 -4.462 -1.182
H -1.914 -4.891 1.918
H -2.547 -4.118 0.461
H -1.144 -3.370 1.430
C -5.775 5.101 -2.399
N -7.011 4.322 -2.017
C -6.635 2.839 -1.985
C -7.500 4.770 -0.662
C -8.022 4.446 -3.128
C -8.773 5.763 -3.217
O -7.919 6.863 -3.612
H -6.144 6.083 -2.649
H -5.407 4.652 -3.247
H -5.153 5.138 -1.515
H -5.743 2.672 -1.331
H -6.405 2.493 -3.022
H -7.534 2.328 -1.551
H -6.778 4.477 0.066
H -8.478 4.285 -0.420
H -7.619 5.840 -0.670
H -8.685 3.547 -3.057
H -7.422 4.285 -4.074
H -9.305 6.021 -2.293
H -9.540 5.594 -4.012
H -8.364 7.493 -4.192
C 3.218 -1.657 -1.995
C 4.515 -1.746 -1.155
C 5.381 -2.953 -1.560
C 6.808 -3.032 -0.918
P 8.057 -4.228 -1.457
C 8.451 -3.872 -3.220
C 9.191 -4.849 -4.084
C 9.274 -4.344 -5.538
C 7.964 -4.208 -6.370
C 9.406 -4.119 -0.269
C 10.465 -5.336 -0.266
C 11.391 -5.342 0.963
C 12.274 -4.152 1.053
C 7.139 -5.849 -1.302
C 6.621 -5.820 0.150
C 5.747 -6.952 0.659
C 4.380 -7.003 0.031
H 3.333 -0.868 -2.744
H 2.345 -1.418 -1.377
H 2.944 -2.588 -2.507
H 4.105 -1.838 -0.114
H 4.982 -0.804 -1.265
H 5.451 -2.796 -2.628
H 4.805 -3.865 -1.443
H 6.737 -3.166 0.155
H 7.269 -2.022 -0.901
H 8.968 -2.888 -3.231
H 7.416 -3.792 -3.679
H 8.749 -5.844 -4.077
H 10.220 -4.939 -3.809
H 9.866 -5.052 -6.087
H 9.763 -3.367 -5.592
H 7.208 -4.931 -6.126
H 8.114 -4.206 -7.455
H 7.554 -3.205 -6.151
H 8.944 -4.063 0.725
H 10.008 -3.220 -0.472
H 11.058 -5.198 -1.172
H 9.923 -6.337 -0.355
H 12.002 -6.238 0.860
H 10.756 -5.416 1.847
H 12.824 -4.227 2.006
H 11.653 -3.242 1.081
H 13.030 -4.049 0.192
H 7.877 -6.607 -1.325
H 6.526 -5.753 -2.223
H 6.136 -4.913 0.417
H 7.539 -5.879 0.768
H 5.642 -6.858 1.736
H 6.285 -7.921 0.631
H 3.847 -7.836 0.337
H 4.260 -6.923 -1.096
H 3.772 -6.194 0.362
C -3.236 5.067 1.898
F -2.073 5.795 1.640
F -3.125 4.375 3.055
F -4.223 5.938 2.109
S -3.556 4.020 0.509
O -2.544 3.003 0.670
O -4.896 3.528 0.660
O -3.368 4.953 -0.578
C 1.407 0.219 2.191
F 2.060 0.906 1.285
F 2.108 -0.833 2.628
F 1.075 1.041 3.229
S -0.171 -0.471 1.413
O 0.249 -0.929 0.136
O -0.839 -1.445 2.216
O -1.067 0.718 1.339
C -6.082 -1.390 0.008
F -6.208 -0.742 -1.151
F -6.916 -0.762 0.921
F -6.508 -2.628 -0.108
S -4.476 -1.317 0.785
O -4.260 0.102 1.243
O -4.512 -2.281 1.851
O -3.577 -1.542 -0.321
C -2.682 2.607 -3.761
F -3.803 2.697 -4.439
F -1.682 2.655 -4.667
F -2.508 3.631 -2.903
S -2.697 0.986 -2.958
O -1.562 1.066 -1.974
O -3.913 0.841 -2.125
O -2.458 0.142 -4.089
*
```

Results of the Mulliken charge analysis, in e, for atoms 1 through 99: number 1, Pt, carries 4.715; number 2, C, carries -1.295; number 3, C, carries -0.685; number 4, C, carries 0.536; number 5, C, carries -0.881; number 6, N, carries 0.429; number 7, C, carries -0.912; number 8, C, carries 0.932; number 9, C, carries -0.763; number 10, C, carries -0.611; number 11, C, carries -0.950; number 12, H, carries 0.395; number 13, H, carries 0.219; number 14, H, carries 0.420; number 15, H, carries 0.272; number 16, H, carries 0.544; number 17, H, carries 0.271; number 18, H, carries -0.336; number 19, H, carries 0.326; number 20, H, carries 0.439; number 21, H, carries 0.236; number 22, H, carries 0.325; number 23, H, carries 0.210; number 24, H, carries -0.678; number 25, H, carries 0.272; number 26, H, carries 0.402; number 27, H, carries 0.473; number 28, H, carries 0.321; number 29, H, carries 0.332; number 30, H, carries 0.296; number 31, H, carries 0.448; number 32, C, carries -1.819; number 33, C, carries 0.964; number 34, C, carries -0.784; number 35, C, carries 0.014; number 36, N, carries 0.460; number 37, C, carries -0.121; number 38, C, carries -0.496; number 39, C, carries -1.045; number 40, C, carries -0.022; number 41, C, carries -0.961; number 42, H, carries 0.411; number 43, H, carries 0.429; number 44, H, carries 0.400; number 45, H, carries -0.332; number 46, H, carries 0.001; number 47, H, carries 0.349; number 48, H, carries 0.331; number 49, H, carries 0.723; number 50, H, carries -0.748; number 51, H, carries 0.510; number 52, H, carries -0.284; number 53, H, carries 0.571; number 54, H, carries 0.018; number 55, H, carries 0.352; number 56, H, carries 0.512; number 57, H, carries 0.512; number 58, H, carries -0.068; number 59, H, carries 0.413; number 60, H, carries 0.355; number 61, H, carries 0.327; number 62, C, carries -1.250; number 63, C, carries -0.248; number 64, C, carries 0.461; number 65, C, carries -1.354; number 66, N, carries 0.752; number 67, C, carries -0.356; number 68, C, carries -0.970; number 69, C, carries -0.544; number 70, C, carries -0.140; number 71, C, carries -0.613; number 72, H, carries 0.321; number 73, H, carries 0.138; number 74, H, carries 0.436; number 75, H, carries 0.401; number 76, H, carries 0.034; number 77, H, carries -0.004; number 78, H, carries 0.283; number 79, H, carries 0.277; number 80, H, carries 0.603; number 81, H, carries 0.406; number 82, H, carries 0.289; number 83, H, carries 0.458; number 84, H, carries 0.359; number 85, H, carries 0.138; number 86, H, carries 0.518; number 87, H, carries -0.082; number 88, H, carries 0.259; number 89, H, carries 0.270; number 90, H, carries 0.495; number 91, H, carries -0.303; number 92, C, carries -0.626; number 93, N, carries 0.613; number 94, C, carries -0.559; number 95, C, carries -0.540; number 96, C, carries -0.344; number 97, C, carries -0.674; number 98, O, carries -0.501; number 99, H, carries 0.364

=====

Entry 2:
ORCA calculation (the ωB97M-V functional and the def2-TZVPD basis) on a 10-piece molecular cluster, C52H119N5O10 overall in a non-equilibrium geometry.

Its lowest unoccupied orbital energy is 0.401 eV. The value obtained for the HOMO-LUMO gap is 8.631 eV. The calculation puts the total energy at -3078.54881 Eh. Its energy above the lowest of the compared OMol25 structures with the same formula, charge and spin is 0.000 eV.

Structure (ORCA input):
```
! wB97M-V def2-TZVPD RIJCOSX def2/J DEFGRID3
* xyz 0 1
C 17.296 14.359 13.133
C 18.228 14.818 12.026
C 19.136 13.606 11.651
C 17.385 15.397 10.817
C 18.315 16.226 9.907
C 18.978 17.346 10.671
C 19.888 16.822 11.742
C 21.127 16.176 11.252
C 20.291 17.966 12.647
N 19.083 15.918 12.597
O 19.888 15.421 13.634
H 17.883 13.765 13.840
H 16.870 15.225 13.755
H 16.433 13.777 12.785
H 19.578 13.694 10.657
H 19.912 13.441 12.380
H 18.426 12.771 11.573
H 16.984 14.524 10.287
H 16.537 15.994 11.108
H 18.999 15.567 9.361
H 17.699 16.687 9.108
H 18.219 18.050 11.098
H 19.611 18.020 10.038
H 20.981 15.269 10.632
H 21.679 15.815 12.141
H 21.811 16.794 10.683
H 19.413 18.272 13.188
H 20.729 18.851 12.184
H 21.021 17.707 13.417
H 19.443 15.801 14.407
C 16.497 11.942 9.415
C 15.361 11.016 8.942
C 15.137 11.348 7.438
C 15.864 9.603 9.235
C 14.738 8.570 9.211
C 13.623 8.994 10.184
C 13.073 10.446 9.804
C 12.288 10.556 8.452
C 12.176 10.848 10.918
N 14.290 11.281 9.806
O 13.880 12.623 9.579
H 16.140 12.885 9.078
H 16.512 11.967 10.521
H 17.551 11.773 9.048
H 14.783 12.364 7.186
H 16.074 11.276 6.914
H 14.481 10.699 6.859
H 16.617 9.268 8.519
H 16.458 9.599 10.172
H 14.358 8.545 8.162
H 15.007 7.540 9.459
H 14.004 8.967 11.200
H 12.738 8.414 10.004
H 12.030 11.579 8.246
H 11.354 9.989 8.495
H 12.903 10.125 7.638
H 12.779 10.731 11.831
H 11.281 10.249 11.055
H 11.809 11.872 10.810
H 13.893 12.968 10.521
C 9.993 17.781 9.431
C 11.056 17.959 8.271
C 10.415 18.954 7.331
C 12.428 18.497 8.768
C 13.240 17.366 9.440
C 13.378 16.083 8.700
C 12.002 15.562 8.199
C 12.197 14.431 7.157
C 11.187 14.892 9.357
N 11.338 16.689 7.508
O 10.007 16.307 7.073
H 9.709 18.750 9.893
H 9.128 17.273 8.966
H 10.296 17.131 10.203
H 10.446 19.933 7.786
H 11.032 19.013 6.421
H 9.406 18.617 7.063
H 12.884 18.938 7.859
H 12.326 19.308 9.459
H 14.286 17.612 9.651
H 12.792 17.148 10.403
H 13.891 15.282 9.276
H 13.985 16.280 7.839
H 12.592 14.806 6.232
H 11.224 14.030 6.923
H 12.843 13.632 7.574
H 10.163 14.620 9.013
H 11.168 15.563 10.252
H 11.626 13.916 9.687
H 10.126 15.837 6.245
C 8.605 18.996 16.231
C 9.235 18.994 14.825
C 9.253 17.538 14.328
C 8.442 19.935 13.974
C 9.069 20.107 12.547
C 10.432 20.759 12.765
C 11.302 19.929 13.656
C 11.819 18.674 12.888
C 12.481 20.768 14.044
N 10.557 19.670 14.885
O 11.392 19.127 15.871
H 8.848 19.953 16.699
H 7.553 18.936 16.151
H 8.958 18.191 16.932
H 8.236 17.185 14.600
H 9.464 17.451 13.309
H 9.919 16.843 14.862
H 7.436 19.578 13.893
H 8.450 20.887 14.483
H 9.093 19.076 12.098
H 8.491 20.779 11.899
H 10.174 21.711 13.215
H 11.013 20.955 11.851
H 12.420 18.025 13.422
H 12.469 19.016 12.123
H 11.097 18.026 12.479
H 13.151 21.063 13.236
H 13.095 20.284 14.824
H 12.155 21.689 14.477
H 11.596 18.166 15.712
C 15.305 8.792 14.680
C 16.549 9.661 14.618
C 16.163 10.950 13.874
C 17.040 9.919 16.024
C 18.398 10.566 16.038
C 19.456 9.656 15.359
C 19.020 9.336 13.901
C 19.221 10.490 12.919
C 19.895 8.120 13.397
N 17.611 8.904 13.956
O 17.217 8.495 12.645
H 15.512 7.898 15.281
H 14.437 9.358 15.016
H 15.098 8.469 13.668
H 17.052 11.515 13.658
H 15.608 10.703 12.960
H 15.465 11.510 14.497
H 16.353 10.595 16.505
H 17.025 8.977 16.580
H 18.312 11.586 15.636
H 18.751 10.791 17.059
H 19.592 8.770 15.977
H 20.434 10.153 15.424
H 18.669 10.316 11.970
H 20.274 10.612 12.582
H 18.896 11.474 13.272
H 20.977 8.249 13.521
H 19.750 8.000 12.296
H 19.537 7.282 13.973
H 16.839 7.621 12.695
C 7.902 14.849 12.475
C 9.288 14.425 12.848
O 9.553 13.093 12.443
H 7.643 14.745 11.440
H 7.680 15.849 12.886
H 7.206 14.256 13.044
H 9.469 14.521 13.918
H 9.968 15.059 12.313
H 8.727 12.584 12.469
C 15.515 18.982 12.937
C 15.681 19.312 11.414
O 14.593 20.163 11.057
H 16.306 18.307 13.220
H 14.575 18.467 13.069
H 15.475 19.881 13.561
H 15.761 18.368 10.889
H 16.582 19.891 11.146
H 14.767 20.506 10.189
C 14.644 15.461 15.935
O 13.705 15.205 17.003
H 15.648 15.166 16.195
H 14.329 14.805 15.128
H 14.711 16.460 15.509
H 13.922 15.792 17.739
C 12.314 12.165 15.274
O 12.184 12.761 13.993
H 11.342 11.844 15.669
H 13.005 11.325 15.308
H 12.703 12.817 16.013
H 11.397 12.505 13.476
C 13.474 15.196 12.321
O 13.980 13.872 12.346
H 14.170 15.825 11.745
H 12.464 15.219 11.901
H 13.468 15.614 13.322
H 13.436 13.260 12.938
*
```

Results of the Mulliken charge analysis, in e, for atoms 1 through 99: number 1, C, carries -1.344; number 2, C, carries 2.657; number 3, C, carries -1.147; number 4, C, carries 0.214; number 5, C, carries -0.845; number 6, C, carries -0.611; number 7, C, carries 1.606; number 8, C, carries -1.811; number 9, C, carries -2.047; number 10, N, carries 0.620; number 11, O, carries -0.605; number 12, H, carries 0.284; number 13, H, carries 0.119; number 14, H, carries -0.216; number 15, H, carries 0.278; number 16, H, carries 0.538; number 17, H, carries -0.332; number 18, H, carries -0.593; number 19, H, carries -0.359; number 20, H, carries 0.463; number 21, H, carries 0.429; number 22, H, carries -0.320; number 23, H, carries 0.577; number 24, H, carries 0.235; number 25, H, carries 0.369; number 26, H, carries 0.437; number 27, H, carries 0.373; number 28, H, carries 0.382; number 29, H, carries 0.382; number 30, H, carries 0.359; number 31, C, carries -1.930; number 32, C, carries 1.664; number 33, C, carries -1.712; number 34, C, carries -0.545; number 35, C, carries -0.782; number 36, C, carries -0.839; number 37, C, carries 1.170; number 38, C, carries -1.450; number 39, C, carries -1.195; number 40, N, carries 0.373; number 41, O, carries 2.134; number 42, H, carries 0.247; number 43, H, carries -0.144; number 44, H, carries 0.428; number 45, H, carries 0.017; number 46, H, carries 0.502; number 47, H, carries 0.459; number 48, H, carries 0.446; number 49, H, carries -0.429; number 50, H, carries 0.306; number 51, H, carries 0.512; number 52, H, carries -0.163; number 53, H, carries 0.542; number 54, H, carries -0.015; number 55, H, carries 0.537; number 56, H, carries 0.258; number 57, H, carries 0.160; number 58, H, carries 0.461; number 59, H, carries -0.094; number 60, H, carries -0.750; number 61, C, carries -1.107; number 62, C, carries 1.566; number 63, C, carries -2.011; number 64, C, carries -1.518; number 65, C, carries 1.996; number 66, C, carries -0.806; number 67, C, carries 1.986; number 68, C, carries -1.876; number 69, C, carries 0.717; number 70, N, carries 0.014; number 71, O, carries -0.513; number 72, H, carries 0.359; number 73, H, carries 0.564; number 74, H, carries -0.171; number 75, H, carries 0.364; number 76, H, carries 0.489; number 77, H, carries 0.397; number 78, H, carries 0.452; number 79, H, carries 0.283; number 80, H, carries -0.261; number 81, H, carries -1.181; number 82, H, carries -0.623; number 83, H, carries 0.838; number 84, H, carries 0.593; number 85, H, carries 0.618; number 86, H, carries -0.402; number 87, H, carries 0.449; number 88, H, carries -1.432; number 89, H, carries -0.547; number 90, H, carries 0.376; number 91, C, carries -2.334; number 92, C, carries 2.192; number 93, C, carries -1.436; number 94, C, carries -1.863; number 95, C, carries 0.117; number 96, C, carries -1.690; number 97, C, carries 1.723; number 98, C, carries -0.971; number 99, C, carries -2.104